## one
The ion C4H12N3 with charge +1, computed with the ωB97M-V functional and the def2-TZVPD basis.

Values from the calculation:
SMILES = N/C=C(\[NH3+])CCN
HOMO = -12.5 eV
net charge = +1

Last columns: bonded neighbours and bond lengths (Å).
Cartesian coordinates (Å):
1 N 2.31786 -1.67146 -0.33928  C2 1.403, H8 1.005, H9 1.004
2 C 1.29237 -0.77659 -0.68153  N1 1.403, C3 1.326, H10 1.081
3 C 0.71331 0.05979 0.16894  C2 1.326, N4 1.494, C5 1.491
4 N 1.15187 -0.05428 1.59293  C3 1.494, H11 1.024, H12 1.022, H13 1.023
5 C -0.42129 0.99375 -0.08354  C3 1.491, C6 1.525, H14 1.090, H15 1.088
6 C -1.67398 0.24668 -0.52895  C5 1.525, N7 1.469, H16 1.095, H17 1.093
7 N -2.84441 1.12511 -0.39751  C6 1.469, H18 1.011, H19 1.008
8 H 2.05647 -2.50140 0.16344  N1 1.005
9 H 3.08326 -1.74469 -0.98414  N1 1.004
10 H 1.01047 -0.79102 -1.72465  C2 1.081
11 H 1.73512 -0.88675 1.71781  N4 1.024
12 H 1.70148 0.73661 1.93494  N4 1.022
13 H 0.32240 -0.18413 2.17769  N4 1.023
14 H -0.12498 1.67621 -0.88005  C5 1.090
15 H -0.70751 1.57164 0.79262  C5 1.088
16 H -1.55062 -0.14272 -1.54506  C6 1.095
17 H -1.87044 -0.61220 0.11749  C6 1.093
18 H -3.58323 0.85336 -1.03201  N7 1.011
19 H -2.60816 2.10209 -0.46914  N7 1.008

=====

## two
The ion C4H12N3 with charge +1, computed with the ωB97M-V functional and the def2-TZVPD basis.

Values from the calculation:
SMILES = C[C@H]1NC[NH2+][C@@H]1N
HOMO = -13.0 eV
net charge = +1

Last columns: bonded neighbours and bond lengths (Å).
Cartesian coordinates (Å):
1 C -1.97855 -0.90510 0.27185  C2 1.521, H8 1.030, H9 1.151, H10 1.043
2 C -0.81667 -0.21303 -0.42391  C1 1.521, N3 1.471, C6 1.888, H11 1.099
3 N -0.94352 1.24519 -0.28148  C2 1.471, C4 1.414, H12 1.011
4 C 0.31173 1.88722 -0.38907  N3 1.414, N5 1.818, H13 1.073, H14 1.063
5 N 1.38527 0.78866 0.58348  C4 1.818, C6 1.451, H15 1.044, H16 0.981
6 C 0.85749 -0.54777 0.38180  C2 1.888, N5 1.451, N7 1.430, H17 1.045
7 N 1.56139 -1.49726 -0.42385  C6 1.430, H18 0.932, H19 1.006
8 H -2.84711 -0.51652 -0.12163  C1 1.030
9 H -1.96085 -0.97141 1.42129  C1 1.151
10 H -1.90742 -1.91278 0.01037  C1 1.043
11 H -0.68458 -0.67750 -1.41109  C2 1.099
12 H -1.56928 1.34950 0.50624  N3 1.011
13 H 0.70211 1.65718 -1.36150  C4 1.073
14 H 0.48098 2.82421 0.08283  C4 1.063
15 H 2.34026 0.85039 0.16701  N5 1.044
16 H 1.27114 0.91791 1.54909  N5 0.981
17 H 0.59915 -0.98080 1.29715  C6 1.045
18 H 2.16085 -1.06566 -0.99169  N7 0.932
19 H 1.03762 -2.23245 -0.86690  N7 1.006

=====

## three
A cluster of 3 separate species, C4H12N3 in total, computed with the ωB97M-V functional and the def2-TZVPD basis.

Values from the calculation:
HOMO = -13.4 eV
net charge = +1

Last columns: bonded neighbours and bond lengths (Å).
Cartesian coordinates (Å):
1 C 1.96064 -0.58950 -1.18537  C2 1.356, H8 1.062, H9 1.155
2 C 0.65743 -0.67004 -0.82057  C1 1.356, C3 1.416, C4 1.501
3 C 0.10774 0.52576 -0.29716  C2 1.416, N6 1.194
4 C -0.32648 -1.76410 -1.11676  C2 1.501, H10 1.061, H11 1.175, H12 1.081
5 N 0.59574 -2.52695 1.69292  H13 1.006, H14 0.996, H16 1.047
6 N -0.47201 1.52661 0.00087  C3 1.194, H15 1.150
7 N -1.71947 3.67594 0.33700  H17 1.008, H18 1.064, H19 0.960
8 H 2.57958 0.27108 -1.11910  C1 1.062
9 H 2.34367 -1.56394 -1.67260  C1 1.155
10 H -1.04677 -1.33430 -1.76570  C4 1.061
11 H -0.81593 -2.04841 -0.08735  C4 1.175
12 H 0.27488 -2.51795 -1.60623  C4 1.081
13 H 1.53649 -2.44690 1.34682  N5 1.006
14 H 0.58346 -3.35000 2.25339  N5 0.996
15 H -0.88312 2.53198 0.37913  N6 1.150
16 H 0.47301 -1.81076 2.44696  N5 1.047
17 H -1.38496 4.54277 -0.05506  N7 1.008
18 H -1.89652 3.80923 1.37734  N7 1.064
19 H -2.56740 3.73949 -0.10853  N7 0.960

=====

## four
A cluster of 2 separate species, C4H12N3 in total, computed with the ωB97M-V functional and the def2-TZVPD basis.

Values from the calculation:
HOMO = -13.4 eV
net charge = +1

Last columns: bonded neighbours and bond lengths (Å).
Cartesian coordinates (Å):
1 C 1.69285 0.42572 -2.19604  C2 1.507, H5 1.093, H6 1.100, H7 1.127
2 C 0.86071 0.30995 -0.94498  C1 1.507, N4 1.479, H8 1.107, H9 1.083
3 C -1.42011 -0.65134 -0.68139  N4 1.313, H10 1.099, H11 1.085
4 N -0.15304 -0.76578 -1.00417  C2 1.479, C3 1.313, H12 1.012
5 H 2.21513 -0.48139 -2.50980  C1 1.093
6 H 1.12860 0.81116 -3.05791  C1 1.100
7 H 2.52328 1.17392 -2.05417  C1 1.127
8 H 1.43022 0.07939 -0.02411  C2 1.107
9 H 0.33762 1.24448 -0.78453  C2 1.083
10 H -1.96192 -1.56754 -0.40806  C3 1.099
11 H -1.83930 0.34475 -0.58212  C3 1.085
12 H 0.09769 -1.64694 -1.43330  N4 1.012
13 N -0.90993 1.07042 1.80098  C14 1.375, H16 1.047, H17 1.024
14 C -0.43743 -0.11464 2.31464  N13 1.375, N15 1.287, H18 1.125
15 N -0.89362 -1.27656 1.99999  C14 1.287, H19 1.021
16 H -1.91632 1.07526 1.51310  N13 1.047
17 H -0.65256 1.89363 2.35288  N13 1.024
18 H 0.43678 0.01670 3.00987  C14 1.125
19 H -0.53864 -1.94118 2.68913  N15 1.021

=====

Which structure is most stable? one, by 5.2 kcal/mol over the runner-up.

=====

## one
The ion C4H12N3 with charge +1, computed with the ωB97M-V functional and the def2-TZVPD basis.

Values from the calculation:
SMILES = N/C=[NH+]/CCCN
HOMO = -13.6 eV
net charge = +1

Last columns: bonded neighbours and bond lengths (Å).
Cartesian coordinates (Å):
1 N 2.60248 -0.27690 1.28507  C2 1.326, H8 1.006, H9 1.008
2 C 1.55224 -1.04917 1.04477  N1 1.326, N3 1.299, H10 1.084
3 N 0.42830 -0.63330 0.54477  C2 1.299, C4 1.470, H11 1.037
4 C -0.72955 -1.33543 -0.02762  N3 1.470, C5 1.555, H12 1.076, H13 1.085
5 C -1.21165 -0.38516 -1.16022  C4 1.555, C6 1.538, H14 1.093, H15 1.089
6 C -1.52995 1.02566 -0.63612  C5 1.538, N7 1.490, H16 1.086, H17 1.089
7 N -0.32690 1.83144 -0.28550  C6 1.490, H18 1.015, H19 0.998
8 H 3.48932 -0.69488 1.50866  N1 1.006
9 H 2.60612 0.72240 1.15218  N1 1.008
10 H 1.64919 -2.06008 1.42293  C2 1.084
11 H 0.43105 0.40199 0.60570  N3 1.037
12 H -0.29350 -2.22890 -0.44028  C4 1.076
13 H -1.51762 -1.33871 0.71851  C4 1.085
14 H -0.43665 -0.30582 -1.92702  C5 1.093
15 H -2.09670 -0.82124 -1.62089  C5 1.089
16 H -2.08610 1.56794 -1.39490  C6 1.086
17 H -2.16261 0.93806 0.24560  C6 1.089
18 H 0.21008 1.92691 -1.14134  N7 1.015
19 H -0.57752 2.71520 0.10568  N7 0.998

=====

## two
A cluster of 2 separate species, C4H12N3 in total, computed with the ωB97M-V functional and the def2-TZVPD basis.

Values from the calculation:
HOMO = -11.7 eV
net charge = +1

Last columns: bonded neighbours and bond lengths (Å).
Cartesian coordinates (Å):
1 N 0.15361 1.77913 0.09350  C2 1.308, H4 1.011, H5 1.055
2 C 0.37622 1.70783 -1.19360  N1 1.308, N3 1.320, H6 1.084
3 N 1.42334 2.24839 -1.78943  C2 1.320, H7 1.005, H8 1.009
4 H 0.87342 2.19447 0.66910  N1 1.011
5 H -0.48511 1.03073 0.47314  N1 1.055
6 H -0.36417 1.25518 -1.84242  C2 1.084
7 H 1.47570 2.17623 -2.79036  N3 1.005
8 H 2.29850 2.36225 -1.30063  N3 1.009
9 C -1.86988 -0.19697 1.27454  C10 1.351, H13 1.084, H14 1.078
10 C -1.19573 -1.16037 0.60965  C9 1.351, N11 1.367, H15 1.085
11 N -0.02561 -1.73547 1.01984  C10 1.367, C12 1.447, H16 1.000
12 C 0.70811 -2.64557 0.16649  N11 1.447, H17 1.089, H18 1.088, H19 1.096
13 H -1.50569 0.21449 2.20925  C9 1.084
14 H -2.85273 0.08726 0.93370  C9 1.078
15 H -1.62397 -1.59038 -0.28973  C10 1.085
16 H 0.47002 -1.23900 1.73231  N11 1.000
17 H 1.66996 -2.89014 0.61594  C12 1.089
18 H 0.13828 -3.56364 0.03582  C12 1.088
19 H 0.98845 -2.22984 -0.80832  C12 1.096

=====

Which structure is most stable? one, by 17.0 kcal/mol over the runner-up.